# C51H99O39P3

A 12-piece molecular cluster, C51H99O39P3 overall at a distorted geometry (ωB97M-V/def2-TZVPD, OMol25).

Geometry as XYZ:
```
192
C51H99O39P3 | OMol25 | ωB97M-V/def2-TZVPD
C -0.07 -7.48 0.69
O -1.45 -7.10 0.82
C -2.13 -6.52 -0.18
O -1.71 -6.46 -1.28
O -3.19 -5.86 0.28
C -4.14 -5.21 -0.66
H 0.54 -6.69 0.27
H 0.06 -8.33 0.01
H 0.51 -7.71 1.58
H -3.65 -4.42 -1.22
H -4.96 -4.77 -0.09
H -4.64 -5.92 -1.32
C -4.54 -3.54 3.15
O -5.72 -3.54 2.38
C -5.96 -2.62 1.45
O -5.00 -1.90 0.99
O -7.14 -2.90 0.93
C -7.44 -2.41 -0.26
H -4.93 -3.55 4.17
H -4.03 -2.60 2.96
H -3.96 -4.45 2.96
H -7.09 -3.06 -1.06
H -7.02 -1.40 -0.25
H -8.48 -2.20 -0.49
C 1.42 8.24 -0.36
O 0.48 7.23 0.13
C -0.29 6.61 -0.71
O -0.45 6.96 -1.89
O -1.06 5.60 -0.01
C -1.19 5.51 1.47
H 2.12 8.52 0.43
H 0.98 9.04 -0.96
H 1.99 7.73 -1.14
H -0.18 5.33 1.86
H -1.91 4.77 1.81
H -1.67 6.45 1.73
C 3.49 4.22 2.43
C 3.87 4.45 3.91
O 4.43 3.31 4.43
P 5.55 3.43 5.52
O 5.84 2.19 6.26
O 6.88 3.96 4.76
C 7.69 3.00 4.01
C 7.13 2.67 2.63
O 5.22 4.65 6.52
C 5.93 4.70 7.72
C 5.74 5.96 8.49
H 2.58 3.63 2.32
H 3.24 5.23 2.10
H 4.33 3.78 1.88
H 4.64 5.21 4.08
H 3.04 4.87 4.47
H 8.71 3.35 3.83
H 7.71 2.01 4.47
H 6.38 1.88 2.54
H 6.71 3.55 2.14
H 7.98 2.39 2.00
H 5.64 3.88 8.38
H 7.00 4.49 7.62
H 6.12 6.68 7.76
H 4.67 6.09 8.65
H 6.23 5.96 9.46
C -4.26 -2.90 -7.47
C -4.64 -1.98 -6.26
O -5.18 -2.78 -5.26
P -5.34 -2.20 -3.73
O -6.33 -1.09 -3.48
O -5.47 -3.51 -2.86
C -6.50 -4.53 -3.09
C -6.11 -5.44 -4.22
O -3.90 -1.66 -3.39
C -3.70 -1.13 -2.12
C -2.71 0.11 -2.16
H -5.16 -3.20 -8.01
H -3.60 -2.35 -8.14
H -3.79 -3.84 -7.18
H -3.73 -1.47 -5.96
H -5.39 -1.24 -6.54
H -6.56 -5.10 -2.17
H -7.52 -4.15 -3.20
H -5.23 -6.07 -4.08
H -6.95 -6.09 -4.46
H -5.77 -4.94 -5.13
H -4.63 -0.92 -1.60
H -3.14 -1.95 -1.66
H -2.67 0.49 -1.14
H -1.71 -0.27 -2.35
H -3.00 0.67 -3.05
C -0.27 -3.70 0.79
C -1.21 -2.52 0.53
O -0.50 -1.49 -0.23
P 0.35 -0.35 0.55
O 0.77 -0.60 1.99
O -0.40 1.12 0.26
C 0.23 2.33 0.73
C 0.97 3.12 -0.31
O 1.65 -0.14 -0.43
C 1.40 0.01 -1.88
C 1.97 -1.22 -2.52
H 0.02 -4.17 -0.16
H 0.58 -3.21 1.26
H -0.79 -4.39 1.45
H -2.14 -2.75 0.01
H -1.57 -2.08 1.45
H -0.65 2.94 0.92
H 0.65 2.22 1.73
H 0.45 3.51 -1.19
H 1.52 3.92 0.18
H 1.76 2.51 -0.76
H 0.36 0.24 -2.13
H 1.94 0.95 -2.01
H 2.91 -1.56 -2.08
H 1.30 -2.07 -2.36
H 2.10 -1.02 -3.59
C 1.40 1.42 7.37
C 1.47 2.14 5.95
C 1.00 1.31 4.76
O 0.27 2.30 4.04
C 0.20 3.44 4.72
O -0.36 4.44 4.35
O 0.90 3.43 5.85
H 1.98 2.04 8.05
H 1.77 0.40 7.24
H 0.38 1.43 7.73
H 2.52 2.42 5.82
H 0.35 0.46 4.94
H 1.95 1.19 4.24
C -0.96 3.70 -4.89
C 0.46 4.49 -4.97
C 0.98 5.12 -3.67
O 2.10 4.35 -3.39
C 2.37 3.39 -4.37
O 3.41 2.73 -4.43
O 1.33 3.40 -5.16
H -1.14 3.42 -5.93
H -1.83 4.34 -4.76
H -0.87 2.89 -4.17
H 0.41 5.18 -5.81
H 0.28 4.92 -2.86
H 1.20 6.18 -3.78
C 0.84 -2.69 5.30
C 0.08 -3.97 5.12
C 0.13 -4.77 6.45
O -1.21 -5.19 6.51
C -1.96 -4.58 5.63
O -3.19 -4.76 5.58
O -1.23 -3.68 4.82
H 0.74 -2.13 4.37
H 1.89 -2.92 5.49
H 0.58 -2.05 6.13
H 0.47 -4.68 4.39
H 0.45 -4.14 7.28
H 0.78 -5.64 6.36
C -2.41 -0.22 5.12
C -3.18 0.15 3.86
C -4.63 0.53 3.98
O -4.64 1.63 3.17
C -3.47 1.99 2.70
O -3.27 2.89 1.88
O -2.48 1.12 3.18
H -1.37 -0.51 4.94
H -2.81 -1.11 5.60
H -2.28 0.54 5.89
H -3.17 -0.73 3.21
H -4.75 0.90 5.00
H -5.37 -0.23 3.74
C 2.02 0.45 -6.91
C 0.94 -0.43 -6.56
C -0.38 0.34 -6.12
O -0.94 0.58 -7.35
C -0.60 -0.42 -8.21
O -1.18 -0.76 -9.27
O 0.37 -1.13 -7.67
H 1.66 1.36 -7.40
H 2.77 -0.11 -7.46
H 2.47 0.89 -6.03
H 1.21 -1.19 -5.83
H -0.09 1.34 -5.80
H -1.00 -0.24 -5.43
C 6.88 -3.97 -7.07
C 6.32 -2.95 -5.98
C 5.57 -1.75 -6.64
O 4.36 -1.77 -5.95
C 4.16 -2.92 -5.42
O 3.05 -3.36 -5.03
O 5.30 -3.63 -5.27
H 6.04 -4.16 -7.75
H 7.42 -4.81 -6.63
H 7.65 -3.40 -7.59
H 7.16 -2.68 -5.33
H 5.41 -1.62 -7.71
H 6.04 -0.85 -6.24
```

Results
⟨S²⟩ ... 0.757
2S+1 ... 2
Lowest unoccupied orbital energy (spin up / spin down) ... -1.822 / -8.933 eV
Energy ... -162204.788 eV
Charge ... +1